{"formula": "C26H33ClNO15PS", "method": "ωB97M-V/def2-TZVPD", "smiles": "C[C@H](O)Cc1cc2c(cc1[PH2]=S)C(=O)N(CCCCl)C2=O.O=C1OCCO1.O=C1OCCO1.O=C1OCCO1.O=C1OCCO1", "homo_lumo_gap_ev": 7.067, "homo_energy_ev": -8.88, "lumo_ha": -0.0666, "total_charge": 0, "energy_ha": -3393.1842, "elements": ["C", "C", "O", "C", "C", "C", "C", "C", "C", "C", "P", "S", "C", "O", "N", "C", "C", "C", "Cl", "C", "O", "H", "H", "H", "H", "H", "H", "H", "H", "H", "H", "H", "H", "H", "H", "H", "H", "H", "O", "C", "O", "C", "C", "O", "H", "H", "H", "H", "O", "C", "O", "C", "C", "O", "H", "H", "H", "H", "O", "C", "O", "C", "C", "O", "H", "H", "H", "H", "O", "C", "O", "C", "C", "O", "H", "H", "H", "H"], "xyz": [[-4.83874, -0.28142, -1.70091], [-4.80077, 1.30916, -1.30571], [-4.80973, 2.16938, -2.53256], [-3.62448, 1.73568, -0.24710], [-2.29641, 0.77345, -0.25552], [-1.95600, -0.00959, 1.17999], [-0.60545, -0.93794, 1.21944], [0.37689, -1.10854, -0.08159], [0.05876, -0.39293, -1.52160], [-1.30493, 0.55708, -1.58524], [-1.64560, 1.42238, -3.26383], [-0.22039, 1.04267, -4.58315], [1.60691, -2.06378, 0.42860], [2.49017, -2.82472, -0.23983], [1.56326, -1.96548, 1.93275], [2.36297, -0.89444, 2.62442], [3.20924, 0.11490, 1.65653], [2.31526, 1.41483, 1.09967], [2.67149, 1.85770, -0.66354], [0.10156, -1.82501, 2.40233], [-0.36497, -2.32514, 3.55394], [-5.99230, -0.58637, -1.74044], [-4.34557, -0.99941, -0.92002], [-4.44619, -0.45521, -2.81438], [-5.83613, 1.54351, -0.76323], [-4.16820, 2.94945, -2.39636], [-3.32665, 2.88111, -0.38579], [-4.11822, 1.68913, 0.83908], [-2.62140, 0.11160, 2.15630], [0.79047, -0.57847, -2.41457], [-2.87575, 0.87665, -3.77701], [-1.63755, 2.85115, -3.08220], [3.12406, -1.32381, 3.42346], [1.58483, -0.21866, 3.22705], [4.04167, 0.61690, 2.35050], [3.81798, -0.41386, 0.79260], [1.15233, 1.23278, 1.29883], [2.57544, 2.38638, 1.74334], [1.66258, 2.32179, 4.12541], [1.06661, 2.07186, 5.15983], [1.64708, 2.03187, 6.39471], [0.59758, 1.93707, 7.33944], [-0.52315, 1.34320, 6.54933], [-0.26812, 1.79465, 5.23279], [0.89154, 1.30715, 8.18350], [0.36290, 2.94079, 7.70895], [-0.50608, 0.24824, 6.55735], [-1.50262, 1.68592, 6.89406], [-4.48381, 0.68519, 2.88774], [-5.10591, -0.36154, 2.81683], [-5.29867, -1.06835, 1.66499], [-5.86094, -2.31310, 2.03568], [-6.49895, -2.02239, 3.35531], [-5.70100, -0.97809, 3.87955], [-6.58476, -2.64946, 1.28829], [-5.05864, -3.05430, 2.11322], [-7.52834, -1.66326, 3.25198], [-6.49018, -2.88927, 4.02172], [7.45012, -5.29774, -3.87187], [6.36147, -5.01073, -3.40266], [5.82305, -3.75635, -3.41276], [4.47903, -3.88242, -2.98768], [4.48639, -5.15042, -2.19705], [5.52329, -5.90263, -2.79799], [4.17976, -3.01900, -2.38721], [3.83349, -3.94345, -3.87008], [4.73455, -4.98472, -1.14336], [3.53416, -5.68446, -2.25819], [2.64156, 5.82223, -6.76866], [3.10909, 4.77000, -6.36627], [2.84674, 4.22707, -5.14157], [3.38611, 2.91864, -5.14783], [4.44727, 2.98962, -6.19754], [3.96394, 3.98246, -7.08228], [3.78945, 2.66091, -4.16471], [2.59147, 2.20998, -5.40364], [5.41260, 3.31419, -5.79493], [4.58145, 2.03771, -6.71863]], "atomic_forces_ev_per_a": [[-1.3, 0.0, -0.8], [-0.8, 0.2, 0.7], [1.7, 0.2, 1.6], [0.1, -0.1, 0.6], [2.7, -2.1, 0.9], [2.9, -0.8, -3.1], [-0.6, 1.3, -3.0], [-2.8, 1.4, 0.0], [-2.5, 0.0, 4.0], [1.0, -1.8, 3.8], [1.7, -1.3, -0.2], [-0.4, 0.0, 0.5], [2.5, -1.8, -2.1], [-5.6, 5.1, 4.1], [-1.9, -0.4, -0.5], [1.0, 1.7, 1.0], [0.7, 1.1, 0.3], [-0.4, 0.2, 2.1], [-0.4, -0.6, 1.3], [-1.4, -1.2, 3.1], [3.0, 3.5, -7.5], [2.5, 0.6, 0.0], [-0.7, 1.6, -1.6], [-0.6, 0.4, 2.6], [2.3, -0.5, -1.1], [-1.6, -1.8, -0.1], [-0.5, -2.4, 0.1], [1.4, -0.1, -2.4], [1.6, -0.1, -2.5], [-1.8, 0.7, 1.8], [0.4, 0.9, 0.8], [-0.8, -0.8, 0.4], [-1.7, 0.5, -1.8], [1.8, -1.3, -1.2], [-1.8, -1.3, -1.4], [-1.6, 0.9, 1.7], [2.6, 0.3, -1.0], [-0.5, -2.3, -1.6], [-1.2, -0.6, 2.1], [1.0, 0.5, -1.8], [-0.2, 0.0, -1.1], [0.0, 0.1, 1.2], [-1.0, -0.6, 0.5], [1.0, 0.4, -0.4], [0.1, 0.1, -0.2], [0.0, -0.1, -0.1], [0.0, 0.1, 0.0], [0.1, 0.0, -0.3], [-1.3, -2.0, -0.1], [0.7, 1.5, 0.3], [0.3, 1.0, 0.8], [-0.2, -1.1, -0.6], [-0.9, -0.7, 0.5], [0.8, 0.8, -0.8], [0.2, 0.2, 0.0], [-0.1, 0.1, 0.0], [0.1, 0.0, 0.0], [0.1, 0.3, 0.0], [-2.4, 0.6, 1.0], [2.3, -0.6, -1.0], [0.6, -0.8, 0.0], [-0.9, 0.9, 0.0], [-0.8, -0.3, 0.8], [0.7, 0.4, -0.6], [0.2, -0.1, -0.1], [0.1, 0.0, 0.1], [0.0, 0.0, -0.1], [0.3, 0.0, 0.0], [1.1, -2.4, 0.9], [-1.0, 2.2, -0.8], [0.2, 0.6, -0.8], [-0.2, -0.9, 0.7], [0.9, -0.7, -0.1], [-0.7, 0.6, 0.3], [-0.2, 0.2, -0.1], [0.1, 0.1, 0.0], [-0.1, 0.0, 0.0], [0.0, 0.3, -0.1]], "mulliken_charge": [-0.909, 0.189, -0.555, -0.507, 0.116, -0.308, 0.198, 0.369, -0.521, 0.433, 0.223, -0.416, -0.214, -0.516, 0.137, -0.207, -0.643, -0.205, -0.160, 0.173, -0.604, 0.296, 0.153, 0.282, 0.258, 0.343, 0.403, 0.028, 0.385, 0.296, 0.106, 0.122, 0.227, -0.056, 0.348, 0.321, 0.048, 0.373, -0.524, 0.606, -0.307, -0.356, -0.276, -0.240, 0.299, 0.271, 0.248, 0.288, -0.576, 0.549, -0.048, -0.337, -0.426, -0.332, 0.295, 0.289, 0.283, 0.313, -0.550, 0.627, -0.317, -0.159, -0.226, -0.334, 0.160, 0.249, 0.241, 0.305, -0.564, 0.625, -0.268, -0.029, -0.326, -0.311, 0.227, 0.062, 0.255, 0.306]}


{"formula": "C29H78N2O25P7S", "method": "ωB97M-V/def2-TZVPD", "multiplicity": 2, "homo_lumo_gap_ev": [5.008, 5.128], "homo_energy_ev": [-8.29, -8.41], "lumo_ha": [-0.1205, -0.1205], "s_squared": 0.755, "total_charge": 0, "energy_ha": -5929.0267, "elements": ["C", "C", "C", "C", "C", "C", "C", "N", "P", "S", "C", "C", "C", "C", "N", "O", "H", "H", "H", "H", "H", "H", "H", "H", "H", "H", "H", "H", "H", "H", "H", "H", "H", "H", "H", "H", "H", "H", "H", "H", "C", "O", "P", "O", "O", "C", "O", "C", "H", "H", "H", "H", "H", "H", "H", "H", "H", "C", "O", "P", "O", "O", "C", "O", "C", "H", "H", "H", "H", "H", "H", "H", "H", "H", "C", "O", "P", "O", "O", "C", "O", "C", "H", "H", "H", "H", "H", "H", "H", "H", "H", "C", "O", "P", "O", "O", "C", "O", "C", "H", "H", "H", "H", "H", "H", "H", "H", "H", "C", "O", "P", "O", "O", "C", "O", "C", "H", "H", "H", "H", "H", "H", "H", "H", "H", "C", "O", "P", "O", "O", "C", "O", "C", "H", "H", "H", "H", "H", "H", "H", "H", "H"], "xyz": [[-2.93936, 5.57582, 1.55941], [-1.81721, 4.67209, 2.41292], [-0.37191, 5.01724, 1.71544], [-2.19481, 3.11016, 2.10233], [-1.80127, 2.03751, 3.26475], [-0.73548, 0.96471, 2.59138], [0.82893, 1.44955, 2.63056], [1.44486, 1.74431, 1.28022], [-3.41409, 0.99147, 3.58753], [-4.87791, 2.06441, 4.32182], [-1.35921, 2.64062, 4.70460], [-1.21369, 4.25375, 4.83529], [0.39821, 4.67270, 4.99558], [-1.86422, 4.64268, 6.33002], [-1.96763, 5.09494, 3.84768], [-3.24551, 5.30709, 4.20860], [-2.87042, 6.68310, 1.94369], [-4.03833, 5.20894, 1.72334], [-2.68756, 5.55106, 0.39267], [-0.53584, 5.01251, 0.53676], [0.06721, 6.07348, 1.99818], [0.44858, 4.17820, 1.91043], [-3.37896, 3.07720, 1.95384], [-1.74979, 2.78630, 1.05268], [-0.86800, -0.07895, 3.13072], [-1.01585, 0.76251, 1.44913], [1.44852, 0.53407, 3.08132], [1.05299, 2.35944, 3.33125], [2.29661, 2.33952, 1.50535], [0.82744, 2.31677, 0.66382], [-3.82113, 0.23200, 2.41024], [-3.00911, 0.00856, 4.60199], [-0.32401, 2.16854, 5.06591], [-2.14775, 2.27914, 5.52483], [0.52197, 5.82036, 5.27848], [0.80065, 3.97298, 5.87316], [1.03398, 4.41759, 4.04753], [-1.92393, 5.82723, 6.41166], [-1.07172, 4.31789, 7.15838], [-2.89939, 4.12363, 6.51376], [3.10754, -5.37039, -1.93285], [2.17904, -4.70010, -1.09975], [2.25028, -2.98139, -1.28365], [3.02296, -2.89925, 0.03788], [0.62555, -2.87631, -0.99745], [-0.08782, -3.90302, -0.33264], [2.32160, -1.26265, -1.46753], [1.73337, -0.44723, -0.46517], [3.01969, -6.44587, -1.76570], [2.88530, -5.15182, -2.97903], [4.12442, -5.04985, -1.69429], [0.45475, -4.27848, 0.54211], [-0.29743, -4.71523, -1.03520], [-1.04706, -3.49392, 0.00916], [2.03545, -0.75469, 0.53760], [0.64457, -0.46855, -0.55085], [2.06444, 0.58075, -0.62449], [0.28886, -3.60521, 7.24204], [1.50177, -3.80798, 6.53977], [1.46589, -3.12246, 4.95180], [1.26038, -4.52936, 4.37856], [3.08044, -2.78271, 5.05429], [3.93216, -3.45155, 5.96655], [1.42994, -2.43698, 3.36378], [2.40164, -2.86008, 2.41909], [0.37107, -4.06527, 8.22891], [0.10859, -2.53509, 7.36034], [-0.54027, -4.06368, 6.69794], [3.74244, -4.53047, 5.98840], [3.81110, -3.01769, 6.96369], [4.97133, -3.29303, 5.65133], [2.48655, -3.94765, 2.38303], [3.37270, -2.41656, 2.65061], [2.09517, -2.50575, 1.43306], [0.88437, -6.70385, -8.37857], [0.63789, -5.33929, -8.09107], [1.85744, -4.64926, -7.07648], [0.89099, -4.75222, -5.89090], [1.67230, -3.19136, -7.83339], [0.49945, -2.86400, -8.55607], [3.07700, -3.95929, -6.06179], [2.79502, -2.73791, -5.39517], [0.07989, -7.08203, -9.01268], [1.83344, -6.80076, -8.90918], [0.91601, -7.28215, -7.45215], [-0.40855, -3.16066, -8.01936], [0.53602, -3.33469, -9.54314], [0.47237, -1.77633, -8.69953], [1.82558, -2.76292, -4.89428], [2.83003, -1.90482, -6.10087], [3.56783, -2.57468, -4.64161], [-6.32700, 11.19529, 0.05364], [-6.20320, 10.30012, -1.03668], [-6.33297, 8.64555, -0.54841], [-4.81034, 8.51771, -0.67282], [-7.05261, 8.26966, -1.98837], [-6.91744, 9.09244, -3.13282], [-6.46266, 6.99095, -0.06007], [-6.00445, 5.98261, -0.94829], [-6.22889, 12.21797, -0.31622], [-7.30825, 11.07512, 0.51663], [-5.54287, 11.00060, 0.78913], [-5.88580, 9.43436, -3.27193], [-7.59927, 9.94437, -3.05205], [-7.20667, 8.50881, -4.01604], [-5.01055, 6.20701, -1.33962], [-6.71054, 5.85444, -1.77187], [-5.95332, 5.04123, -0.39789], [9.92547, -0.39085, 1.04456], [8.61759, -0.83279, 0.72898], [8.36619, -2.49391, 1.14169], [8.51095, -2.85601, -0.34092], [6.78327, -2.17397, 1.49482], [6.11642, -1.03270, 0.98707], [8.11484, -4.15509, 1.55436], [7.00985, -4.83776, 0.98114], [10.02362, 0.65728, 0.75455], [10.09342, -0.48166, 2.11936], [10.66334, -0.98626, 0.50166], [6.33690, -0.86750, -0.07342], [6.39185, -0.15545, 1.58018], [5.03500, -1.18731, 1.09183], [6.95021, -4.68050, -0.09730], [6.07984, -4.51937, 1.45756], [7.13573, -5.90613, 1.16687], [-2.38914, -5.91778, -5.42460], [-3.31764, -5.24749, -4.59150], [-3.24641, -3.52878, -4.77540], [-2.47372, -3.44664, -3.45388], [-4.87113, -3.42370, -4.48920], [-5.58451, -4.45041, -3.82440], [-3.17509, -1.81004, -4.95928], [-3.76332, -0.99462, -3.95693], [-2.47700, -6.99326, -5.25746], [-2.61139, -5.69921, -6.47078], [-1.37227, -5.59724, -5.18604], [-5.04193, -4.82587, -2.94965], [-5.79411, -5.26261, -4.52696], [-6.54375, -4.04131, -3.48259], [-3.46124, -1.30208, -2.95416], [-4.85212, -1.01594, -4.04260], [-3.43224, 0.03336, -4.11625]], "atomic_forces_ev_per_a": [[0.4, 0.3, -0.1], [-0.9, 0.8, -3.1], [0.5, -0.3, -0.4], [-1.1, 0.2, 0.1], [0.5, -0.9, -1.6], [0.1, -0.1, -0.1], [0.6, -1.0, 1.0], [0.1, 1.3, 1.1], [0.2, 0.6, 0.9], [0.2, -0.2, -0.3], [0.1, -0.8, 0.7], [0.8, 0.4, 3.2], [-0.3, -0.5, 0.1], [1.1, 0.4, 0.1], [-1.7, -2.0, 0.1], [2.7, -0.2, -0.9], [-0.1, -2.1, -0.9], [2.2, 0.6, -0.2], [-0.5, 0.0, 2.6], [0.2, 0.0, 2.6], [-1.0, -2.2, -0.4], [-1.8, 1.9, -0.2], [2.5, 0.2, 0.4], [-0.7, 0.8, 2.3], [0.6, 2.1, -1.0], [0.5, 0.5, 2.5], [-1.3, 2.0, -1.0], [-1.0, -1.7, -1.0], [-1.4, -1.0, -0.7], [0.6, -0.5, 1.0], [0.8, 0.4, 0.7], [0.0, 0.5, -1.2], [-2.2, 1.0, -1.0], [1.6, 0.9, -1.9], [-0.3, -2.6, -0.6], [-0.8, 1.7, -1.9], [-1.3, 0.6, 1.7], [-0.1, -2.6, -0.2], [-1.8, 0.4, -1.8], [2.1, 1.2, -0.5], [0.3, -0.5, -0.2], [0.2, 0.8, -3.4], [-3.0, 1.6, 8.8], [1.7, -0.2, -2.1], [0.9, 0.4, -1.0], [-0.6, -0.6, 0.1], [0.8, -1.4, -3.2], [-0.6, 0.0, 0.1], [0.0, 0.1, 0.0], [0.1, -0.3, -0.1], [0.1, -0.1, 0.0], [0.0, 0.0, -0.2], [0.0, 0.0, 0.3], [0.3, 0.2, -0.2], [0.0, 0.0, -0.2], [0.0, 0.0, 0.1], [0.2, -0.4, -0.3], [-0.3, -0.2, 0.5], [-1.4, 3.2, 0.3], [6.0, -6.9, -3.9], [-1.5, 0.8, 0.3], [-0.9, 0.8, 0.0], [0.5, 0.0, 0.4], [-2.3, 2.2, 2.3], [0.8, 0.0, 0.5], [0.0, 0.0, -0.1], [-0.2, 0.0, 0.3], [-0.1, 0.0, 0.1], [-0.1, 0.2, 0.0], [0.1, -0.3, -0.1], [-0.3, 0.1, -0.2], [-0.1, 0.1, 0.2], [0.0, -0.1, -0.2], [-0.4, 0.2, 0.7], [-0.2, -0.6, -0.3], [3.2, -1.1, -1.2], [-6.2, 6.5, 4.4], [1.0, -1.4, -0.1], [1.0, -0.9, 0.0], [-0.3, 0.3, -0.6], [1.6, -2.5, -1.9], [-0.3, 0.8, -0.3], [0.1, 0.1, 0.1], [-0.1, -0.3, -0.1], [0.0, -0.1, 0.0], [0.2, -0.1, -0.1], [-0.2, 0.1, 0.2], [0.3, -0.2, 0.2], [-0.1, -0.2, -0.2], [-0.1, 0.0, 0.2], [0.2, -0.3, -0.2], [0.1, 0.6, 0.3], [-2.8, -0.2, 2.3], [6.2, -3.4, -7.0], [-0.5, 0.4, 1.6], [-0.5, 0.0, 1.1], [-0.2, 0.3, -0.5], [-2.0, 1.8, 2.1], [-0.3, -0.1, -0.8], [0.0, -0.1, 0.0], [0.0, 0.3, 0.1], [0.0, 0.1, 0.1], [-0.2, 0.0, 0.2], [0.3, 0.0, -0.1], [0.0, -0.1, 0.4], [-0.1, 0.3, 0.1], [0.1, 0.0, 0.0], [-0.2, 0.2, 0.3], [0.4, 0.4, -0.1], [1.5, -0.5, 3.2], [-6.6, -1.6, -7.4], [1.5, -0.1, 0.9], [1.1, -0.4, 0.8], [-0.5, 0.6, 0.1], [2.3, 1.2, 2.3], [-0.9, 0.2, 0.1], [-0.1, -0.1, 0.0], [0.3, 0.2, 0.0], [0.1, 0.1, 0.0], [0.1, 0.0, 0.2], [0.0, 0.0, -0.3], [0.3, -0.3, 0.1], [0.2, 0.2, 0.1], [0.0, 0.0, -0.2], [0.3, 0.1, 0.2], [0.6, -0.6, -0.1], [0.0, 0.8, -3.5], [-2.3, 1.7, 9.5], [1.0, -0.1, -1.4], [0.6, 0.3, -1.1], [-0.5, -0.4, 0.1], [0.8, -1.3, -3.0], [-0.8, 0.0, 0.2], [-0.1, 0.1, 0.0], [0.2, -0.3, -0.1], [0.1, -0.1, -0.1], [0.0, 0.0, -0.2], [0.1, 0.0, 0.3], [0.3, 0.2, -0.2], [0.1, -0.2, -0.1], [0.1, 0.0, 0.1], [0.2, -0.2, -0.3]], "mulliken_spin": [-0.015, 0.014, 0.018, 0.039, -0.021, 0.006, -0.001, 0.000, 0.000, 0.003, 0.031, 0.006, 0.011, -0.001, 0.314, 0.613, -0.002, 0.002, -0.001, -0.001, -0.011, 0.001, -0.002, 0.000, 0.001, -0.003, 0.000, -0.001, 0.000, 0.000, 0.000, 0.001, 0.000, 0.000, -0.007, 0.001, 0.001, 0.000, -0.001, 0.002, 0.000, 0.000, 0.000, 0.000, 0.000, 0.000, 0.000, 0.000, 0.000, 0.000, 0.000, 0.000, 0.000, 0.000, 0.000, 0.000, 0.000, 0.000, 0.000, 0.000, 0.000, 0.000, 0.000, 0.000, 0.000, 0.000, 0.000, 0.000, 0.000, 0.000, 0.000, 0.000, 0.000, 0.000, 0.000, 0.000, 0.000, 0.000, 0.000, 0.000, 0.000, 0.000, 0.000, 0.000, 0.000, 0.000, 0.000, 0.000, 0.000, 0.000, 0.000, 0.000, 0.000, 0.000, 0.000, 0.000, 0.000, 0.000, 0.000, 0.000, 0.000, 0.000, 0.000, 0.000, 0.000, 0.000, 0.000, 0.000, 0.000, 0.000, 0.000, 0.000, 0.000, 0.000, 0.000, 0.000, 0.000, 0.000, 0.000, 0.000, 0.000, 0.000, 0.000, 0.000, 0.000, 0.000, 0.000, 0.000, 0.000, 0.000, 0.000, 0.000, 0.000, 0.000, 0.000, 0.000, 0.000, 0.000, 0.000, 0.000, 0.000, 0.000]}


Maximum force
In order: 8.8, 10.1
Unit: eV/Å